{
  "formula": "C8H13N3O2S",
  "method": "wB97M-V/def2-TZVPD",
  "orbital_gap_ev": 8.273,
  "de_lowest_kj_mol": 748.2,
  "lumo_ev": 0.4408,
  "fmax_ev_per_a": 4.500,
  "mol_weight_g_mol": 215.28,
  "energy_ev": -27900.2134,
  "charge": 0,
  "symbols": ["C", "C", "C", "C", "C", "C", "C", "C", "N", "N", "N", "O", "O", "S", "H", "H", "H", "H", "H", "H", "H", "H", "H", "H", "H", "H", "H"],
  "xyz": [[-1.1754, 0.6979, 0.9211], [-0.8240, -0.5878, 1.0985], [-1.0598, 1.4111, -0.3672], [-0.5457, 0.5979, -1.4975], [0.9669, 0.3551, -1.6134], [1.5219, -0.8878, -0.7998], [-1.7385, 1.6227, 2.0141], [1.1020, -2.2149, -1.0583], [1.6658, 1.5662, -1.1194], [2.3221, -0.5812, 0.1976], [-0.9747, -1.6669, 1.8108], [-1.7483, -2.6207, 1.8112], [0.2361, -2.1144, 2.5081], [2.6782, 0.9649, 0.2163], [-2.0386, 1.8446, -0.7737], [-0.3392, 2.2435, -0.3036], [-1.2110, -0.2376, -1.6323], [-0.7427, 1.1274, -2.4622], [1.2437, 0.1719, -2.6161], [-2.7053, 1.7806, 1.7469], [-1.2620, 2.6816, 1.9703], [-1.4661, 1.1045, 2.8812], [1.6331, -2.6117, -1.9114], [0.0270, -2.1115, -1.3147], [1.1692, -2.9358, -0.2731], [2.2280, 2.0209, -1.8117], [1.0373, -1.6204, 2.3784]]
}

***

{
  "formula": "C50H106N6O6",
  "method": "wB97M-V/def2-TZVPD",
  "orbital_gap_ev": 4.616,
  "lumo_ev": -15.8106,
  "fmax_ev_per_a": 10.086,
  "mol_weight_g_mol": 887.43,
  "energy_ev": -74714.7356,
  "charge": 6,
  "symbols": ["C", "C", "C", "C", "C", "C", "N", "O", "C", "C", "C", "H", "H", "H", "H", "H", "H", "H", "H", "H", "H", "H", "H", "H", "H", "H", "H", "H", "H", "C", "C", "C", "C", "C", "C", "N", "O", "C", "C", "C", "H", "H", "H", "H", "H", "H", "H", "H", "H", "H", "H", "H", "H", "H", "H", "H", "H", "H", "C", "C", "C", "C", "C", "C", "N", "O", "C", "C", "C", "H", "H", "H", "H", "H", "H", "H", "H", "H", "H", "H", "H", "H", "H", "H", "H", "H", "H", "C", "C", "C", "C", "C", "C", "N", "O", "C", "C", "C", "H", "H", "H", "H", "H", "H", "H", "H", "H", "H", "H", "H", "H", "H", "H", "H", "H", "H", "C", "O", "C", "C", "N", "H", "H", "C", "C", "O", "C", "H", "H", "H", "H", "H", "H", "H", "H", "H", "H", "H", "H", "H", "H", "C", "C", "C", "N", "C", "C", "C", "C", "C", "H", "H", "H", "H", "H", "H", "H", "H", "H", "H", "H", "H", "H", "H", "H", "H", "H", "H"],
  "xyz": [[17.9725, 15.3597, 17.4570], [17.7787, 15.2740, 15.9222], [16.5254, 16.0111, 15.6265], [16.3803, 16.4714, 14.1606], [17.6461, 17.4121, 13.7924], [19.0178, 16.7139, 13.8047], [19.0489, 15.9845, 15.2711], [20.3014, 15.9454, 15.8434], [20.1628, 17.7347, 13.7315], [19.1047, 15.5587, 12.7305], [17.6248, 13.8530, 15.4189], [18.2111, 16.4097, 17.6262], [18.8958, 14.8248, 17.6796], [17.1385, 14.9814, 18.0481], [16.2097, 16.8233, 16.2812], [15.6675, 15.3474, 15.7340], [15.4758, 17.0683, 14.0434], [16.2163, 15.6662, 13.4445], [17.6213, 18.3787, 14.2955], [17.3902, 17.5990, 12.7494], [20.0490, 18.2765, 12.7926], [21.1324, 17.2470, 13.6309], [20.1105, 18.4859, 14.5196], [19.1469, 15.9358, 11.7087], [18.2777, 14.8560, 12.6290], [20.0664, 15.0456, 12.7400], [17.3870, 13.7774, 14.3578], [16.8432, 13.2254, 15.8470], [18.5463, 13.3101, 15.6291], [17.4562, 23.8655, 15.8137], [16.8009, 22.5267, 15.7504], [15.5034, 22.3538, 16.6696], [14.2881, 23.1023, 16.1302], [13.9129, 22.5498, 14.7093], [15.0830, 22.7019, 13.6580], [16.3760, 22.1258, 14.2878], [17.3662, 21.6108, 13.4691], [15.3696, 24.0971, 13.2298], [14.8338, 21.7131, 12.4538], [17.7219, 21.4956, 16.3031], [16.7626, 24.6897, 15.6473], [18.2945, 23.9267, 15.1197], [17.8954, 23.9838, 16.8042], [15.6870, 22.6581, 17.7000], [15.3088, 21.2857, 16.7660], [14.5402, 24.1618, 16.0845], [13.3938, 23.1168, 16.7533], [12.9222, 22.7965, 14.3274], [13.7188, 21.4833, 14.8224], [15.3286, 24.7983, 14.0632], [14.5622, 24.4084, 12.5671], [16.3867, 24.2079, 12.8537], [13.9160, 21.9392, 11.9111], [14.7465, 20.6482, 12.6695], [15.5590, 21.7871, 11.6435], [17.9518, 21.6645, 17.3551], [18.7138, 21.5433, 15.8537], [17.2242, 20.5267, 16.2624], [10.1352, 10.3098, 16.0788], [11.6022, 10.6452, 16.0976], [12.4512, 9.2906, 15.9859], [13.9150, 9.4487, 15.5121], [13.8176, 10.1999, 14.1264], [13.3028, 11.5878, 14.1928], [11.9888, 11.4918, 14.8575], [11.0576, 12.5972, 14.5495], [13.1270, 12.1013, 12.7381], [14.1294, 12.5982, 14.9914], [12.0513, 11.4108, 17.3953], [9.8342, 9.8956, 17.0411], [9.7799, 9.5553, 15.3770], [9.4783, 11.1529, 15.8649], [11.8310, 8.7072, 15.3054], [12.3255, 8.7583, 16.9287], [14.3769, 8.4746, 15.3509], [14.4302, 9.9629, 16.3234], [13.1017, 9.5721, 13.5960], [14.8847, 10.1968, 13.9042], [12.9409, 13.1654, 12.5927], [12.3673, 11.5567, 12.1774], [14.0400, 12.0502, 12.1448], [13.9916, 13.6375, 14.6931], [15.2082, 12.4914, 14.8774], [14.0527, 12.5467, 16.0774], [13.1356, 11.4317, 17.5045], [11.5966, 10.9209, 18.2563], [11.6115, 12.4054, 17.3220], [14.1931, 16.3348, 10.9023], [14.6871, 17.1846, 9.7125], [14.7720, 16.1860, 8.5544], [14.8429, 16.8747, 7.1893], [13.5933, 17.7942, 7.0326], [13.5232, 18.8971, 8.1337], [13.6678, 18.2317, 9.5186], [13.5296, 19.1662, 10.5915], [12.1052, 19.4889, 8.0925], [14.5842, 19.9872, 7.8667], [16.0531, 17.8591, 10.0670], [14.3900, 16.7864, 11.8746], [14.5703, 15.3134, 10.8503], [13.1110, 16.2044, 10.9191], [13.9009, 15.5372, 8.6459], [15.6323, 15.5335, 8.7039], [14.7983, 16.1490, 6.3772], [15.7932, 17.3968, 7.0778], [12.7210, 17.1409, 7.0165], [13.7293, 18.3161, 6.0854], [11.8958, 20.0945, 7.2108], [11.9674, 20.0632, 9.0087], [11.3429, 18.7140, 8.1736], [14.8008, 20.6036, 8.7393], [14.3452, 20.5731, 6.9792], [15.5247, 19.6070, 7.4679], [16.5276, 18.4426, 9.2781], [16.7289, 17.0411, 10.3167], [16.0227, 18.4411, 10.9881], [26.2635, 16.9264, 13.7455], [26.2769, 17.6175, 12.4761], [27.5717, 17.9626, 11.9342], [27.6082, 18.1979, 10.4363], [26.4392, 18.9886, 9.8886], [26.0022, 19.6167, 10.5478], [26.7035, 19.5698, 9.1059], [25.2086, 18.1449, 9.5063], [23.9936, 19.0989, 9.6281], [24.0728, 19.8896, 10.8115], [23.6411, 19.2244, 11.9841], [25.2679, 16.5734, 14.0144], [26.5562, 17.6904, 14.4658], [26.9066, 16.0481, 13.6894], [28.2163, 17.1328, 12.2238], [27.9143, 18.8757, 12.4211], [27.6839, 17.2808, 9.8522], [28.4349, 18.8432, 10.1394], [25.2002, 17.2636, 10.1476], [25.3941, 17.7028, 8.5274], [23.0938, 18.4885, 9.7042], [23.8892, 19.8149, 8.8129], [22.5791, 19.4260, 12.1240], [24.0422, 19.6062, 12.9229], [23.8111, 18.1632, 12.1663], [18.7009, 20.5516, 10.4442], [20.0994, 21.2399, 10.7961], [19.9982, 22.6160, 11.5127], [21.2925, 23.5147, 11.5527], [21.3414, 24.4432, 10.3251], [22.6202, 22.7960, 11.6588], [22.7415, 22.4696, 13.1624], [22.1141, 23.6564, 13.8366], [21.3000, 24.4369, 12.8195], [18.8614, 19.5894, 9.9579], [18.0640, 21.1798, 9.8215], [18.0985, 20.3966, 11.3394], [20.5011, 21.4759, 9.8106], [20.8045, 20.6148, 11.3439], [19.8595, 22.3423, 12.5586], [19.1267, 23.2289, 11.2826], [20.4430, 25.0527, 10.2274], [21.3903, 23.8483, 9.4130], [22.2080, 25.1018, 10.2679], [23.5058, 23.4184, 11.5306], [22.6847, 21.9742, 10.9456], [23.7904, 22.4585, 13.4587], [22.2793, 21.5236, 13.4445], [22.6674, 24.4357, 14.3607], [21.3422, 23.2836, 14.5099], [21.6574, 25.4239, 12.5258], [20.2656, 24.5005, 13.1570]]
}

***

{
  "formula": "H2N2O2S2",
  "method": "wB97M-V/def2-TZVPD",
  "orbital_gap_ev": 7.941,
  "de_lowest_kj_mol": 33.6,
  "lumo_ev": -1.4987,
  "fmax_ev_per_a": 3.475,
  "mol_weight_g_mol": 126.16,
  "energy_ev": -28775.4168,
  "charge": 0,
  "symbols": ["N", "N", "O", "O", "S", "S", "H", "H"],
  "xyz": [[-0.4967, -2.6577, 0.2110], [0.4824, -0.4342, -0.4394], [-3.0751, -0.5410, -0.8694], [-3.3944, 0.8425, 1.1435], [0.6427, -2.0963, -0.5484], [-3.6941, -0.4259, 0.4530], [-0.4797, -0.1572, -0.2694], [0.9940, 0.3093, -1.0612]]
}

***

{
  "formula": "C2H2Cl2O",
  "method": "wB97M-V/def2-TZVPD",
  "orbital_gap_ev": 9.390,
  "de_lowest_kj_mol": 255.6,
  "lumo_ev": -1.0028,
  "fmax_ev_per_a": 4.017,
  "mol_weight_g_mol": 112.94,
  "energy_ev": -29195.8376,
  "charge": 0,
  "symbols": ["C", "C", "O", "Cl", "Cl", "H", "H"],
  "xyz": [[0.6641, -0.3464, -0.3933], [-0.4450, 0.2802, 0.4204], [-0.1708, 1.3643, -0.1974], [2.2457, -0.3570, 0.0997], [-2.1414, -0.5340, 0.0427], [0.3895, -0.4389, -1.5142], [-0.5422, 0.0317, 1.5420]]
}

***

{
  "formula": "C32H27BrN6O4SSr",
  "method": "wB97M-V/def2-TZVPD",
  "orbital_gap_ev": 7.356,
  "de_lowest_kj_mol": 76.6,
  "lumo_ev": -0.9923,
  "fmax_ev_per_a": 3.798,
  "mol_weight_g_mol": 759.20,
  "energy_ev": -132467.6855,
  "charge": 0,
  "symbols": ["Sr", "C", "C", "C", "C", "C", "C", "C", "S", "O", "O", "N", "C", "C", "O", "O", "H", "H", "H", "H", "H", "H", "H", "H", "H", "C", "C", "C", "C", "C", "C", "N", "N", "C", "C", "C", "C", "C", "N", "H", "H", "H", "H", "H", "H", "H", "H", "H", "Br", "C", "C", "C", "C", "C", "C", "N", "C", "C", "C", "C", "C", "C", "N", "H", "H", "H", "H", "H", "H", "H", "H", "H"],
  "xyz": [[-0.2871, 0.0944, -0.5399], [-7.6746, -4.2718, -0.6922], [-6.4556, -3.3958, -0.7745], [-6.0965, -2.5671, 0.2819], [-4.9671, -1.7633, 0.2121], [-4.1896, -1.7908, -0.9326], [-4.5255, -2.6122, -2.0027], [-5.6529, -3.4070, -1.9153], [-2.7738, -0.7540, -1.0904], [-2.4308, -0.3609, 0.3079], [-3.0839, 0.4111, -1.9035], [-1.6134, -1.5270, -1.7571], [-1.2227, -2.8170, -1.0890], [0.2378, -2.8628, -0.5855], [0.9044, -3.8566, -0.8137], [0.6457, -1.8095, 0.0591], [-8.1955, -4.1347, 0.2544], [-7.4055, -5.3256, -0.7798], [-8.3741, -4.0463, -1.4988], [-6.7053, -2.5562, 1.1782], [-4.6752, -1.1325, 1.0404], [-3.8962, -2.6300, -2.8834], [-5.9158, -4.0554, -2.7431], [-1.3338, -3.6395, -1.7922], [-1.8518, -3.0369, -0.2186], [3.9581, 0.5882, 3.8378], [3.1322, 1.6280, 4.2564], [1.9622, 1.9077, 3.5720], [1.6408, 1.1341, 2.4640], [2.4536, 0.0978, 2.0305], [3.6201, -0.1790, 2.7340], [0.4695, 1.3839, 1.6629], [-0.4210, 2.0186, 2.2340], [-1.5736, 2.3540, 1.4215], [-2.7263, 2.5990, 2.1410], [-3.8576, 2.9908, 1.4434], [-3.7638, 3.1620, 0.0753], [-2.5483, 2.9107, -0.5424], [-1.4596, 2.4998, 0.1053], [4.8709, 0.3791, 4.3809], [3.4052, 2.2238, 5.1175], [1.3111, 2.7151, 3.8747], [2.1703, -0.5211, 1.1861], [4.2540, -0.9949, 2.4124], [-2.7173, 2.4750, 3.2141], [-4.7878, 3.1695, 1.9662], [-4.6100, 3.4720, -0.5204], [-2.4551, 3.0213, -1.6160], [7.5784, -4.1775, -0.9764], [6.2881, -2.7944, -1.0761], [6.6926, -1.5146, -1.4194], [5.7502, -0.5015, -1.4858], [4.4108, -0.7685, -1.2060], [4.0151, -2.0640, -0.9123], [4.9569, -3.0806, -0.8296], [3.4011, 0.2413, -1.2526], [3.7469, 1.3932, -0.8630], [2.9139, 2.6085, -0.9874], [3.5736, 3.8255, -0.8527], [2.8674, 5.0028, -1.0307], [1.5220, 4.9159, -1.3336], [0.9438, 3.6558, -1.4176], [1.6044, 2.5155, -1.2415], [7.7303, -1.3137, -1.6464], [6.0674, 0.4850, -1.7973], [2.9722, -2.2809, -0.7258], [4.6415, -4.0850, -0.5869], [4.7409, 1.5866, -0.4469], [4.6312, 3.8368, -0.6247], [3.3595, 5.9623, -0.9402], [0.9151, 5.7965, -1.4915], [-0.1117, 3.5674, -1.6289]]
}

***

{
  "formula": "C27H36N7O2RuS2Te",
  "method": "wB97M-V/def2-TZVPD",
  "orbital_gap_ev": [6.851, 6.645],
  "de_lowest_kj_mol": 36.5,
  "lumo_ev": [0.0091, -0.2375],
  "s_squared": 0.76,
  "fmax_ev_per_a": 1.035,
  "mol_weight_g_mol": 783.44,
  "spin_multiplicity": 2,
  "energy_ev": -74654.9223,
  "charge": 0,
  "symbols": ["Ru", "N", "C", "S", "N", "N", "C", "C", "C", "C", "C", "C", "C", "O", "H", "H", "H", "H", "H", "H", "H", "C", "C", "C", "C", "C", "N", "H", "H", "H", "H", "H", "H", "H", "H", "H", "Te", "C", "C", "C", "C", "C", "C", "H", "H", "H", "H", "H", "N", "C", "C", "N", "C", "C", "N", "H", "H", "H", "H", "H", "C", "C", "S", "O", "C", "C", "H", "H", "H", "H", "H", "H", "H", "H", "H", "H"],
  "xyz": [[-1.1035, -0.0040, -0.4443], [-3.3588, 0.8747, -4.0881], [-2.6528, 0.8643, -2.9155], [-1.3474, -0.2955, -2.7883], [-3.0238, 1.6841, -1.9884], [-2.2399, 1.6215, -0.8446], [-2.2637, 2.6830, -0.1212], [-1.2990, 3.0070, 0.8967], [-1.5009, 4.1871, 1.6332], [-0.5467, 4.6789, 2.4892], [0.6688, 3.9959, 2.6060], [0.8998, 2.8454, 1.8918], [-0.0766, 2.3090, 1.0315], [0.2252, 1.1951, 0.3965], [-2.9083, 0.4582, -4.8838], [-3.8962, 1.7078, -4.2661], [-2.9832, 3.4478, -0.4052], [-2.4363, 4.7195, 1.5002], [-0.7262, 5.5846, 3.0523], [1.4362, 4.3705, 3.2723], [1.8297, 2.3005, 1.9944], [0.7227, -4.9328, 0.3947], [1.5369, -3.6791, 0.7424], [2.9147, -3.7203, 0.0700], [1.6775, -3.5373, 2.2629], [0.7963, -2.5133, 0.2369], [0.1823, -1.6266, -0.1456], [1.2388, -5.8113, 0.7832], [0.6167, -5.0450, -0.6851], [-0.2685, -4.8888, 0.8475], [3.4757, -4.5702, 0.4602], [3.4769, -2.8104, 0.2796], [2.8219, -3.8337, -1.0104], [2.1464, -4.4391, 2.6586], [0.7048, -3.4019, 2.7365], [2.3083, -2.6845, 2.5144], [-2.0536, -0.5689, 2.0300], [-0.8907, 0.5251, 3.4211], [0.4343, 0.1845, 3.6815], [1.1642, 0.8592, 4.6493], [0.5733, 1.8832, 5.3773], [-0.7450, 2.2327, 5.1225], [-1.4706, 1.5618, 4.1476], [0.8982, -0.6103, 3.1112], [2.1948, 0.5833, 4.8386], [1.1387, 2.4079, 6.1371], [-1.2099, 3.0388, 5.6766], [-2.4934, 1.8515, 3.9422], [-3.6379, -4.7514, -2.0452], [-3.8032, -3.4520, -1.6217], [-2.7520, -2.7435, -1.0289], [-2.9230, -1.5071, -0.5985], [-4.1370, -0.9566, -0.7078], [-5.1612, -1.6679, -1.3010], [-5.0021, -2.9018, -1.7697], [-2.7069, -5.0324, -2.3017], [-4.3631, -5.0790, -2.6629], [-1.7652, -3.1764, -0.9230], [-4.2686, 0.0403, -0.3169], [-6.1419, -1.2238, -1.4165], [3.6932, 0.6861, -4.3876], [2.5382, 0.1495, -3.5611], [1.7456, 1.3647, -2.4698], [1.4773, 2.5676, -3.3104], [3.1627, 1.7802, -1.3848], [3.9864, 2.9574, -1.8799], [3.8846, 0.0405, -5.2454], [4.6111, 0.7468, -3.8033], [3.4482, 1.6818, -4.7596], [2.8146, -0.6948, -2.9234], [1.7110, -0.1765, -4.1952], [3.7485, 0.8679, -1.2513], [2.6878, 2.0074, -0.4296], [4.6919, 2.6700, -2.6570], [4.5469, 3.3945, -1.0530], [3.3259, 3.7190, -2.2940]]
}

***

{
  "formula": "C5H6N2",
  "method": "wB97M-V/def2-TZVPD",
  "orbital_gap_ev": [7.893, 7.894],
  "de_lowest_kj_mol": 585.7,
  "lumo_ev": [-1.2538, -1.1879],
  "fmax_ev_per_a": 1.067,
  "mol_weight_g_mol": 94.12,
  "energy_ev": -8256.2878,
  "charge": 0,
  "symbols": ["N", "C", "C", "C", "C", "C", "N", "H", "H", "H", "H", "H", "H"],
  "xyz": [[2.4323, -1.3136, 1.8604], [1.7710, -0.5591, 1.2865], [0.9981, 0.3574, 0.4471], [-0.2974, 0.6431, -1.7519], [-1.2125, 0.3652, -0.6148], [-1.0924, -0.9429, 0.0768], [-0.4576, 0.2352, 0.6538], [1.2820, 1.3902, 0.6697], [1.2950, 0.1335, -0.5899], [-0.2199, 1.7515, -1.7958], [-2.1248, 0.9569, -0.5200], [-0.4470, -1.6912, -0.3816], [-1.9268, -1.3262, 0.6596]]
}

***

{
  "formula": "C3H4CdO3",
  "method": "wB97M-V/def2-TZVPD",
  "orbital_gap_ev": [7.036, 7.035],
  "de_lowest_kj_mol": 686.3,
  "lumo_ev": [-11.7694, -11.7696],
  "fmax_ev_per_a": 7.792,
  "mol_weight_g_mol": 200.47,
  "energy_ev": -13854.3102,
  "charge": 2,
  "symbols": ["O", "C", "C", "H", "H", "H", "Cd", "O", "C", "O", "H"],
  "xyz": [[0.5658, 1.3146, -1.6463], [0.5061, 0.1459, -1.8288], [0.2372, -0.9515, -0.8904], [1.5225, -0.6832, -1.8084], [0.6790, -1.9295, -1.1217], [-0.8119, -1.2770, -0.9568], [0.1501, 2.0545, 0.6333], [0.0595, 0.0100, 0.6355], [-0.4517, -0.3267, 1.7914], [-0.8872, 0.8572, 2.2551], [-1.5695, 0.7856, 2.9371]]
}